# 1
The following is a DFT calculation (ωB97M-V/def2-TZVPD) of a structure of composition H20O10Xe.

Values from the calculation:
Total energy, Eh: -1093.73328
HOMO-LUMO gap, eV: 10.599
Largest force on an atom, eV Å⁻¹: 0.84
Energy above the lowest of the compared OMol25 structures with the same formula, charge and spin, kcal/mol: 22.3
LUMO, eV: -0.151

Structure (ORCA input):
```
! wB97M-V def2-TZVPD RIJCOSX def2/J DEFGRID3
* xyz 0 1
Xe 0.6693 -0.0048 0.3974
O -1.1839 -1.0289 -2.8435
H -0.7101 -1.8509 -2.7171
H -1.7924 -0.9867 -2.1058
O 3.6238 0.3494 -1.6251
H 3.7154 1.2731 -1.3913
H 2.8415 0.3177 -2.1758
O -3.0196 0.9650 1.4491
H -2.8993 0.6317 0.5599
H -3.3139 1.8678 1.3293
O -1.9316 1.8076 -2.6054
H -2.8317 1.5955 -2.8526
H -1.4596 0.9785 -2.6832
O 0.2290 -3.3748 1.8502
H 0.4021 -2.4585 2.0660
H 1.0774 -3.7203 1.5725
O -3.0321 -0.8499 -0.6898
H -3.8921 -0.5280 -0.9600
H -3.2217 -1.6192 -0.1526
O 0.9810 3.6342 0.7220
H 0.1830 3.5836 1.2482
H 1.2942 2.7310 0.6735
O 3.0389 -1.2593 2.3330
H 2.2518 -0.8833 2.7271
H 3.6817 -0.5505 2.3575
O 1.2026 0.7504 -3.1546
H 1.6612 0.4186 -3.9264
H 0.5687 0.0662 -2.9394
O 0.8240 -0.8884 4.3148
H 0.0251 -0.4378 4.0409
H 1.0173 -0.5290 5.1807
*
```

In elementary charge units, the natural (NBO) charges are: atom 1 (Xe): 0.01, atom 2 (O): -0.99, atom 3 (H): 0.48, atom 4 (H): 0.50, atom 5 (O): -0.96, atom 6 (H): 0.46, atom 7 (H): 0.48, atom 8 (O): -0.96, atom 9 (H): 0.48, atom 10 (H): 0.47, atom 11 (O): -0.94, atom 12 (H): 0.46, atom 13 (H): 0.48, atom 14 (O): -0.94, atom 15 (H): 0.47, atom 16 (H): 0.48, atom 17 (O): -0.96, atom 18 (H): 0.49, atom 19 (H): 0.50, atom 20 (O): -0.93, atom 21 (H): 0.47, atom 22 (H): 0.47, atom 23 (O): -0.95, atom 24 (H): 0.48, atom 25 (H): 0.47, atom 26 (O): -0.95, atom 27 (H): 0.47, atom 28 (H): 0.49, atom 29 (O): -0.95, atom 30 (H): 0.48, atom 31 (H): 0.48


# 2
The following is a DFT calculation (ωB97M-V/def2-TZVPD) of a structure of composition C3H4Li2O4.

Values from the calculation:
Total energy, Eh: -432.49649
⟨S²⟩: 0.753
HOMO-LUMO gap (alpha / beta), eV: 8.652 / 10.668
Largest force on an atom, eV Å⁻¹: 7.31
Energy above the lowest of the compared OMol25 structures with the same formula, charge and spin, kcal/mol: 29.7
LUMO (alpha / beta), eV: -3.895 / -3.898

Structure (ORCA input):
```
! wB97M-V def2-TZVPD RIJCOSX def2/J DEFGRID3
* xyz 1 2
H -3.0733 -0.8345 0.4704
C -2.1836 -1.2742 0.9286
C -1.6286 -1.2393 2.2621
O -1.0366 -0.5491 1.1145
H -2.0284 -0.5559 3.0156
H -1.0398 -2.0853 2.6235
O 1.1508 -0.1069 -1.3189
C 1.2346 1.1353 -1.5351
O 1.2319 1.9895 -0.6072
Li 0.2642 0.2562 0.2801
H 2.5211 2.3615 -1.8889
Li 2.3317 -0.5254 -2.9622
O 2.2559 1.4281 -2.3826
*
```

In elementary charge units, the natural (NBO) charges are: atom 1 (H): 0.20, atom 2 (C): 0.14, atom 3 (C): -0.14, atom 4 (O): -0.61, atom 5 (H): 0.22, atom 6 (H): 0.22, atom 7 (O): -0.88, atom 8 (C): 0.91, atom 9 (O): -0.73, atom 10 (Li): 0.93, atom 11 (H): 0.56, atom 12 (Li): 0.98, atom 13 (O): -0.81


# 3
The following is a DFT calculation (ωB97M-V/def2-TZVPD) of the ion C3H8N4 with charge +2.

Values from the calculation:
Total energy, Eh: -337.11065
⟨S²⟩: 2.020
HOMO-LUMO gap (alpha / beta), eV: 8.074 / 7.783
Largest force on an atom, eV Å⁻¹: 5.41
Energy above the lowest of the compared OMol25 structures with the same formula, charge and spin, kcal/mol: 98.5
LUMO (alpha / beta), eV: -10.682 / -15.326

Structure (ORCA input):
```
! wB97M-V def2-TZVPD RIJCOSX def2/J DEFGRID3
* xyz 2 3
C -0.7650 1.0851 0.2109
C 0.9579 -0.1363 -1.2399
C 1.0047 -0.5962 1.1868
N -1.9913 -0.6400 -0.2715
N -0.9279 -1.1758 -0.1615
N -1.9704 0.7260 0.0731
N 0.0952 -0.2042 0.0540
H -0.4893 2.1789 0.3768
H 0.4819 -0.6038 -2.0357
H 0.8314 0.9108 -1.6052
H 1.9688 -0.4727 -0.9952
H 1.8136 0.1086 1.2709
H 0.6128 -0.6502 2.1577
H 1.2788 -1.6983 0.9488
H -2.9011 1.1682 0.0301
*
```

In elementary charge units, the natural (NBO) charges are: atom 1 (C): 0.26, atom 2 (C): -0.40, atom 3 (C): -0.43, atom 4 (N): 0.25, atom 5 (N): 0.15, atom 6 (N): -0.28, atom 7 (N): -0.10, atom 8 (H): 0.35, atom 9 (H): 0.27, atom 10 (H): 0.26, atom 11 (H): 0.29, atom 12 (H): 0.28, atom 13 (H): 0.28, atom 14 (H): 0.29, atom 15 (H): 0.54


# 4
The following is a DFT calculation (ωB97M-V/def2-TZVPD) of a structure of composition C3H5FS2.

Values from the calculation:
Total energy, Eh: -1013.30753
HOMO-LUMO gap, eV: 7.661
Largest force on an atom, eV Å⁻¹: 5.81
Energy above the lowest of the compared OMol25 structures with the same formula, charge and spin, kcal/mol: 137.9
LUMO, eV: -1.138

Structure (ORCA input):
```
! wB97M-V def2-TZVPD RIJCOSX def2/J DEFGRID3
* xyz 0 1
C -1.2416 -1.0437 -0.1112
C 1.3484 -0.0421 -0.4322
C 0.5563 1.0460 0.2196
H -1.9454 -1.8266 0.7145
H -1.7257 -1.0085 -1.4218
H -1.1283 0.3741 0.3615
H 1.1678 2.0859 0.8273
H -0.0836 0.6174 1.2238
F -0.3652 1.6340 -0.7503
S 0.4819 -1.5691 -0.3516
S 2.9353 -0.2673 -0.2796
*
```

In elementary charge units, the natural (NBO) charges are: atom 1 (C): -0.88, atom 2 (C): -0.39, atom 3 (C): -0.07, atom 4 (H): 0.27, atom 5 (H): 0.25, atom 6 (H): 0.27, atom 7 (H): 0.24, atom 8 (H): 0.23, atom 9 (F): -0.38, atom 10 (S): 0.36, atom 11 (S): 0.10


# 5
The following is a DFT calculation (ωB97M-V/def2-TZVPD) of a structure of composition C36H57F2FeMnNO16.

Values from the calculation:
Total energy, Eh: -5278.38680
⟨S²⟩: 24.759
HOMO-LUMO gap (alpha / beta), eV: 4.158 / 4.150
Largest force on an atom, eV Å⁻¹: 3.28
LUMO (alpha / beta), eV: -7.558 / -7.566

Structure (ORCA input):
```
! wB97M-V def2-TZVPD RIJCOSX def2/J DEFGRID3
* xyz 2 10
Mn -6.2579 2.7166 -18.3784
Fe -3.7954 6.3953 -25.1320
C -6.1039 5.2362 -21.8017
C -5.8420 4.2979 -20.8301
C -4.5035 3.5826 -20.7212
O -4.3624 2.7893 -19.7492
C -3.4375 3.9579 -21.5277
C -3.6528 4.8153 -22.6229
C -5.0997 5.5113 -22.7447
O -5.2035 6.3150 -23.7035
O -2.8848 5.2164 -23.5227
O -6.7896 4.0364 -20.0311
H -7.0005 5.8306 -21.8998
H -2.4336 3.6049 -21.3416
C -10.0989 10.7115 -18.4251
C -8.8866 9.7950 -18.1590
C -9.4345 8.3691 -17.9082
C -9.8451 7.5825 -19.1213
C -8.7388 7.6145 -20.1780
C -8.1167 9.0103 -20.4855
N -7.9545 9.7784 -19.2703
O -7.2400 10.9933 -19.3777
C -6.7753 8.7972 -21.2225
C -9.0253 9.7440 -21.4802
C -8.2129 10.2294 -16.8532
H -10.7322 10.9629 -17.5714
H -10.8268 10.3635 -19.1620
H -9.7417 11.6805 -18.7871
H -8.6792 7.7896 -17.3622
H -10.3066 8.3851 -17.2477
H -10.7228 8.0780 -19.5531
H -10.1641 6.5666 -18.8878
H -9.2255 7.2246 -21.0787
H -7.9126 6.9337 -19.9466
H -6.1605 8.0518 -20.7042
H -6.7243 8.5584 -22.2834
H -6.2777 9.7677 -21.1243
H -9.0299 9.3324 -22.4929
H -10.0671 9.7518 -21.1502
H -8.7908 10.8034 -21.6145
H -8.8784 10.8617 -16.2596
H -7.3771 10.9080 -17.0345
H -7.8480 9.5008 -16.1274
H -6.3257 10.6924 -19.4225
C -3.0149 2.6941 -16.0918
C -1.5068 2.7859 -16.2725
O -0.9778 3.8683 -16.2689
C -0.7365 1.5870 -16.8343
H -3.3677 2.2357 -17.0255
H -3.5835 3.6146 -15.9782
H -3.2662 1.9910 -15.2954
H 0.2387 2.0682 -16.9123
H -1.0383 1.2512 -17.8207
H -0.7247 0.8262 -16.0540
C -5.4536 -0.2537 -21.3131
C -6.3367 -0.1109 -20.1088
O -6.6252 1.0217 -19.7400
C -6.8441 -1.3738 -19.5064
H -4.9826 0.7069 -21.4922
H -5.8816 -0.7401 -22.1908
H -4.7274 -1.0280 -21.0321
H -6.9865 -2.1733 -20.2291
H -7.7910 -1.3019 -18.9640
H -6.1801 -1.6920 -18.6949
C -2.8023 8.1258 -21.6655
C -2.6008 8.6381 -23.0534
O -3.2091 8.1605 -24.0037
C -1.5674 9.7077 -23.2286
H -2.7555 8.9512 -20.9487
H -2.1198 7.3565 -21.3109
H -3.8460 7.8232 -21.5296
H -1.5406 9.9943 -24.2781
H -0.5775 9.3539 -22.9338
H -1.7997 10.5443 -22.5696
C -9.7374 4.0310 -18.2263
C -9.2408 2.8834 -17.3803
O -8.1730 2.3381 -17.6657
C -10.0766 2.3999 -16.2684
H -10.4668 3.8034 -19.0074
H -8.9818 4.6517 -18.7105
H -10.2529 4.7024 -17.5332
H -10.7735 3.1244 -15.8438
H -9.4494 2.0091 -15.4658
H -10.7957 1.6063 -16.4991
C 0.2725 4.0341 -20.4691
C 0.8702 3.7815 -21.8638
O 1.4116 2.7583 -22.1908
C 0.6490 4.8334 -22.9147
H -0.2869 4.9623 -20.4643
H 1.1945 4.0294 -19.8834
H -0.3389 3.1864 -20.1743
H 0.6945 5.8561 -22.5218
H -0.3474 4.7821 -23.3574
H 1.4297 4.8105 -23.6722
C -0.0896 0.0998 -20.7210
C -1.5192 0.5825 -20.5303
O -2.0785 -0.3480 -19.6354
C -1.2799 -1.4330 -19.5772
O -1.5599 -2.4711 -19.0839
O -0.1238 -1.2067 -20.2247
F -2.1778 0.5478 -21.7432
H 0.5976 0.7614 -20.1802
H 0.2389 0.1997 -21.7553
H -1.6482 1.6029 -20.1739
C -8.6770 2.2698 -22.8910
C -9.6874 3.1312 -23.6528
O -10.8059 3.2076 -22.8160
C -10.6733 2.3078 -21.8126
O -11.2807 2.3236 -20.8022
O -9.5436 1.5665 -22.0120
F -10.0364 2.5030 -24.8126
H -7.9472 2.8634 -22.3385
H -8.2614 1.4980 -23.5348
H -9.2211 4.0871 -23.8941
*
```

Atom charges from the Löwdin analysis, given in e for atoms 1 to 99: atom 1 (Mn): 1.20, atom 2 (Fe): 1.26, atom 3 (C): 0.03, atom 4 (C): -0.31, atom 5 (C): -0.31, atom 6 (O): -0.04, atom 7 (C): 0.06, atom 8 (C): -0.28, atom 9 (C): -0.28, atom 10 (O): -0.08, atom 11 (O): -0.05, atom 12 (O): -0.06, atom 13 (H): 0.12, atom 14 (H): 0.11, atom 15 (C): -0.03, atom 16 (C): -0.49, atom 17 (C): -0.15, atom 18 (C): -0.18, atom 19 (C): -0.13, atom 20 (C): -0.49, atom 21 (N): -0.11, atom 22 (O): 0.00, atom 23 (C): -0.04, atom 24 (C): -0.03, atom 25 (C): -0.03, atom 26 (H): 0.09, atom 27 (H): 0.07, atom 28 (H): 0.09, atom 29 (H): 0.11, atom 30 (H): 0.13, atom 31 (H): 0.11, atom 32 (H): 0.08, atom 33 (H): 0.12, atom 34 (H): 0.09, atom 35 (H): 0.07, atom 36 (H): 0.08, atom 37 (H): 0.08, atom 38 (H): 0.08, atom 39 (H): 0.07, atom 40 (H): 0.09, atom 41 (H): 0.09, atom 42 (H): 0.08, atom 43 (H): 0.08, atom 44 (H): 0.09, atom 45 (C): -0.02, atom 46 (C): -0.47, atom 47 (O): 0.08, atom 48 (C): 0.01, atom 49 (H): 0.05, atom 50 (H): 0.08, atom 51 (H): 0.09, atom 52 (H): 0.09, atom 53 (H): 0.06, atom 54 (H): 0.10, atom 55 (C): 0.02, atom 56 (C): -0.42, atom 57 (O): -0.03, atom 58 (C): 0.01, atom 59 (H): 0.07, atom 60 (H): 0.11, atom 61 (H): 0.10, atom 62 (H): 0.10, atom 63 (H): 0.10, atom 64 (H): 0.11, atom 65 (C): 0.02, atom 66 (C): -0.41, atom 67 (O): -0.01, atom 68 (C): 0.02, atom 69 (H): 0.10, atom 70 (H): 0.10, atom 71 (H): 0.08, atom 72 (H): 0.10, atom 73 (H): 0.11, atom 74 (H): 0.11, atom 75 (C): 0.01, atom 76 (C): -0.38, atom 77 (O): -0.04, atom 78 (C): 0.02, atom 79 (H): 0.10, atom 80 (H): 0.07, atom 81 (H): 0.09, atom 82 (H): 0.10, atom 83 (H): 0.10, atom 84 (H): 0.12, atom 85 (C): 0.00, atom 86 (C): -0.48, atom 87 (O): 0.08, atom 88 (C): -0.02, atom 89 (H): 0.07, atom 90 (H): 0.11, atom 91 (H): 0.04, atom 92 (H): 0.08, atom 93 (H): 0.06, atom 94 (H): 0.09, atom 95 (C): -0.07, atom 96 (C): -0.30, atom 97 (O): 0.12, atom 98 (C): -0.56, atom 99 (O): 0.20


Q: The lowest total energy belongs to which entry?
A: C36H57F2FeMnNO16


Q: Which formula does entry 2 have?
A: C3H4Li2O4


Q: total energy of number 1 (H20O10Xe)?
A: -1093.73328 Eh


Q: Which of these has the lowest largest force on an atom?
A: H20O10Xe